[1]
Computed, not measured: the molecule C18H31NO5, with ωB97M-V/def2-TZVPD.

Kohn-Sham gap: 0.3498 Eh
SMILES string: CC(C)(C)[C@H]1C=C(C(=O)N2CCOCC2)O[C@@H](OCCCCO)C1

Geometry (Å):
C1 4.083 1.592 -2.104
C2 2.629 1.896 -1.723
C3 2.448 3.419 -1.780
C4 1.692 1.242 -2.736
C5 2.327 1.416 -0.272
C6 0.876 1.561 0.076
C7 0.156 0.617 0.671
C8 -1.296 0.815 1.008
O1 -2.100 1.107 0.131
N1 -1.648 0.690 2.297
C9 -0.794 0.253 3.376
C10 -1.283 -1.121 3.853
O2 -2.627 -1.058 4.266
C11 -3.461 -0.643 3.203
C12 -3.044 0.738 2.687
O3 0.630 -0.643 0.969
C13 1.709 -1.053 0.165
O4 1.326 -1.376 -1.135
C14 0.163 -2.189 -1.269
C15 -0.939 -1.400 -1.974
C16 -2.237 -2.185 -2.164
C17 -2.856 -2.694 -0.858
O5 -2.860 -1.750 0.186
C18 2.819 0.001 0.105
H1 4.765 1.884 -1.307
H2 4.349 2.149 -3.000
H3 4.227 0.537 -2.322
H4 3.126 3.916 -1.088
H5 1.431 3.712 -1.536
H6 2.663 3.779 -2.784
H7 0.661 1.524 -2.541
H8 1.953 1.557 -3.744
H9 1.767 0.161 -2.674
H10 2.875 2.115 0.378
H11 0.399 2.506 -0.122
H12 -0.880 0.973 4.198
H13 0.242 0.194 3.050
H14 -1.171 -1.841 3.030
H15 -0.710 -1.458 4.719
H16 -3.404 -1.364 2.376
H17 -4.475 -0.616 3.604
H18 -3.160 1.485 3.479
H19 -3.635 1.024 1.818
H20 2.081 -1.958 0.684
H21 -0.173 -2.516 -0.282
H22 0.446 -3.067 -1.862
H23 -1.140 -0.493 -1.401
H24 -0.567 -1.089 -2.952
H25 -2.065 -3.046 -2.814
H26 -2.954 -1.527 -2.662
H27 -2.299 -3.555 -0.478
H28 -3.887 -3.026 -1.063
H29 -3.011 -0.868 -0.181
H30 3.270 0.035 1.098
H31 3.566 -0.361 -0.595

Forces on atoms 1 to 3 (eV/Å):
-0.3 0.0 0.1
0.0 0.1 -0.1
0.0 -0.2 0.0

***

[2]
Computed, not measured: a structure of composition C18H32AsF6N3O2PtSSi, with ωB97M-V/def2-TZVPD.

Kohn-Sham gap (alpha / beta): 0.1862 / 0.1834 Eh
Multiplicity: 2
Energy relative to the best compared isomer or geometry (same formula, charge and spin): 113.0 kcal per mole
Net charge: +1

Geometry (Å):
Pt1 -0.552 -0.620 -0.125
N1 -4.645 0.297 -0.635
C1 -3.529 -0.360 -0.392
S1 -2.522 0.101 0.927
N2 -3.295 -1.450 -1.170
N3 -2.158 -2.000 -0.948
C2 -2.142 -3.334 -1.118
C3 -1.050 -4.145 -0.941
C4 -1.239 -5.556 -0.969
C5 -0.202 -6.390 -0.743
C6 1.124 -5.881 -0.465
C7 1.380 -4.563 -0.446
C8 0.319 -3.605 -0.708
O1 0.573 -2.399 -0.770
H1 -4.982 0.972 0.035
H2 -5.300 -0.098 -1.298
H3 -3.095 -3.800 -1.357
H4 -2.230 -5.952 -1.151
H5 -0.363 -7.460 -0.753
H6 1.923 -6.580 -0.258
H7 2.365 -4.163 -0.262
C9 -0.329 -1.572 3.445
O2 0.091 -1.767 2.093
H8 -0.108 -0.560 3.791
H9 0.151 -2.290 4.111
H10 -1.405 -1.729 3.471
H11 1.057 -1.821 2.052
F1 2.215 -0.643 0.116
As1 3.983 -1.003 -0.116
F2 4.298 0.689 0.095
F3 4.019 -1.229 1.596
F4 5.643 -1.337 -0.308
F5 3.572 -2.673 -0.320
F6 3.719 -0.729 -1.798
C10 1.791 1.857 -1.521
Si1 0.446 1.460 -0.324
C11 0.820 2.283 1.418
C12 1.874 1.396 2.084
C13 -0.431 2.330 2.289
C14 1.392 3.685 1.200
C15 -1.144 3.021 -1.507
C16 -1.399 2.128 -2.692
C17 -0.388 4.277 -1.807
C18 -2.311 3.225 -0.598
H12 2.078 2.905 -1.468
H13 1.547 1.594 -2.551
H14 2.648 1.247 -1.242
H15 1.532 0.373 2.218
H16 2.086 1.818 3.074
H17 2.808 1.372 1.532
H18 -0.889 1.346 2.384
H19 -1.182 3.021 1.911
H20 -0.158 2.663 3.296
H21 2.281 3.668 0.570
H22 1.699 4.091 2.169
H23 0.662 4.375 0.781
H24 -0.550 2.091 -3.371
H25 -2.253 2.542 -3.244
H26 -1.668 1.109 -2.402
H27 0.509 4.108 -2.398
H28 -0.138 4.842 -0.914
H29 -1.054 4.914 -2.405
H30 -2.762 2.295 -0.269
H31 -3.073 3.780 -1.165
H32 -2.059 3.829 0.271

Forces on atoms 1 to 3 (eV/Å):
-1.4 0.3 -0.1
-0.2 -0.4 0.1
0.4 0.6 0.4

***

[3]
Computed, not measured: a cluster of 4 separate species, C18H32Br2FN5O2S in total, with ωB97M-V/def2-TZVPD.

Kohn-Sham gap: 0.3562 Eh
SMILES string: CCCNN(/C(Br)=C(/C)Br)S(=O)(=O)F.CCCC#N.CCCC#N.CCCC#N

Geometry (Å):
C1 2.969 -1.725 2.857
C2 3.131 -0.908 1.571
C3 2.015 -1.097 0.536
N1 0.851 -0.202 0.666
N2 0.243 -0.263 1.977
C4 -1.121 -0.685 1.869
Br1 -2.300 0.399 0.811
C5 -1.563 -1.784 2.485
C6 -2.976 -2.243 2.439
Br2 -0.420 -2.851 3.540
S1 0.296 1.201 2.797
O1 -0.520 1.065 3.945
O2 0.031 2.306 1.948
F1 1.766 1.306 3.272
H1 2.599 -2.714 2.595
H2 2.308 -1.256 3.578
H3 3.938 -1.869 3.333
H4 4.068 -1.236 1.122
H5 3.292 0.141 1.817
H6 2.455 -0.888 -0.436
H7 1.698 -2.138 0.549
H8 1.246 0.731 0.564
H9 -3.091 -3.269 2.767
H10 -3.522 -1.621 3.153
H11 -3.429 -2.078 1.478
C7 5.179 4.570 1.187
C8 4.518 3.709 2.257
C9 5.450 2.630 2.817
C10 5.808 1.631 1.812
N3 6.078 0.842 1.023
H12 5.453 3.977 0.312
H13 4.498 5.354 0.857
H14 6.082 5.048 1.571
H15 3.617 3.247 1.849
H16 4.200 4.349 3.082
H17 4.959 2.121 3.650
H18 6.358 3.085 3.216
C11 -4.777 -2.957 -3.321
C12 -5.309 -1.622 -2.814
C13 -4.768 -1.253 -1.428
C14 -5.243 -2.175 -0.402
N4 -5.630 -2.894 0.405
H19 -5.100 -3.782 -2.683
H20 -5.145 -3.154 -4.328
H21 -3.686 -2.958 -3.356
H22 -6.400 -1.645 -2.794
H23 -5.022 -0.836 -3.516
H24 -5.091 -0.242 -1.172
H25 -3.676 -1.237 -1.448
C15 -1.916 0.744 -5.287
C16 -1.962 0.956 -3.778
C17 -0.656 0.571 -3.077
C18 -0.384 -0.862 -3.163
N5 -0.175 -1.990 -3.226
H26 -1.784 -0.310 -5.537
H27 -2.846 1.080 -5.747
H28 -1.096 1.307 -5.737
H29 -2.793 0.385 -3.356
H30 -2.163 2.009 -3.574
H31 -0.719 0.850 -2.024
H32 0.177 1.131 -3.505

Forces on atoms 1 to 3 (eV/Å):
0.2 0.1 -0.2
0.2 -0.5 0.3
0.5 0.1 0.7

***

[4]
Computed, not measured: a structure of composition C18H32Br2O11, with ωB97M-V/def2-TZVPD.

Kohn-Sham gap: 0.0922 Eh
Net charge: -2

Geometry (Å):
C1 4.114 -2.297 -4.435
C2 2.985 -2.703 -5.318
O1 2.275 -3.905 -4.973
H1 4.700 -1.405 -4.659
H2 4.932 -3.016 -4.469
H3 3.974 -2.228 -3.356
H4 3.454 -2.804 -6.297
H5 2.292 -1.872 -5.452
C3 0.743 -2.307 0.340
C4 0.601 -3.814 0.732
O2 0.131 -4.600 -0.378
H6 0.999 -2.296 -0.719
H7 1.548 -1.729 0.795
H8 -0.151 -1.684 0.380
H9 0.000 -3.823 1.641
H10 1.515 -4.311 1.057
Br1 7.695 -2.063 0.372
C5 7.640 -4.117 0.192
C6 6.285 -4.672 0.606
Br2 5.892 -3.823 2.285
H11 8.389 -4.644 0.783
H12 7.942 -4.354 -0.828
H13 6.415 -5.727 0.848
H14 5.474 -4.537 -0.109
C7 -7.177 0.043 2.951
C8 -5.769 0.296 2.304
C9 -4.776 -0.667 2.842
O3 -4.407 -1.527 1.867
C10 -4.910 -1.183 0.709
O4 -4.520 -1.637 -0.312
O5 -5.858 -0.208 0.903
H15 -8.040 0.226 2.311
H16 -7.410 0.552 3.886
H17 -7.241 -1.044 3.014
H18 -5.445 1.337 2.326
H19 -5.257 -1.221 3.648
H20 -3.990 -0.095 3.335
C11 3.209 2.684 3.028
C12 3.166 4.076 3.717
C13 1.954 4.888 3.425
O6 1.497 5.465 4.653
C14 2.334 4.842 5.614
O7 2.177 5.092 6.802
O8 2.917 3.814 5.103
H21 3.406 2.746 1.958
H22 2.257 2.156 3.090
H23 3.992 2.031 3.414
H24 4.162 4.511 3.634
H25 1.148 4.197 3.180
H26 2.124 5.549 2.575
C15 -4.866 2.930 -5.036
C16 -3.658 3.052 -3.981
C17 -3.963 2.531 -2.579
O9 -2.755 1.904 -2.162
C18 -2.194 1.392 -3.221
O10 -1.613 0.324 -3.326
O11 -2.582 2.141 -4.391
H27 -5.158 1.887 -4.914
H28 -4.637 2.973 -6.101
H29 -5.790 3.472 -4.834
H30 -3.099 3.982 -4.085
H31 -4.798 1.847 -2.431
H32 -4.277 3.369 -1.956

Forces on atoms 1 to 3 (eV/Å):
2.0 -0.2 1.6
-2.1 -2.6 0.1
1.8 2.2 -0.5

***

Number 1: largest force on an atom 1.05 eV Å⁻¹. Number 2: largest force on an atom 1.69 eV Å⁻¹. Number 3: largest force on an atom 2.21 eV Å⁻¹. Number 4: largest force on an atom 5.83 eV Å⁻¹.